1.
19
Properties=species:S:1:pos:R:3:forces:R:3 method="wB97M-V/def2-TZVPD" relative_energy_ev=0.699 total_charge=0 total_energy_ha=-691.557823 e_lumo_ha=0.005
C -0.96036 -0.12904 -0.77710 -0.69 0.13 -0.40
C -0.47139 -0.86319 -1.77095 -0.04 0.19 -0.10
C 0.56057 -1.83882 -1.72479 0.42 -0.22 0.37
C 1.54421 -1.91675 -0.79069 -0.14 -0.40 -0.51
C 1.69874 -0.94958 0.24153 0.24 0.22 0.41
N 0.73362 -0.25474 0.69610 0.20 -0.06 0.05
Si 0.64335 1.01600 1.85483 -0.11 -0.16 0.03
O -0.86286 1.61984 1.77615 -0.19 0.08 0.53
C -1.61595 1.82954 0.61733 -0.14 0.25 -0.72
C -1.88021 0.55652 -0.15439 -0.23 0.22 0.37
H -0.86113 -0.63891 -2.75799 -0.09 0.04 -0.01
H 0.61355 -2.49859 -2.58245 0.07 -0.05 0.00
H 2.34110 -2.63467 -0.91857 0.08 -0.03 -0.10
H 2.72768 -0.80468 0.59590 0.07 -0.03 0.00
H 0.68321 0.49431 3.21186 0.35 -0.16 0.35
H 1.62944 2.07695 1.60596 0.24 0.12 -0.04
H -1.09509 2.54635 -0.03277 -0.14 0.03 0.05
H -2.56658 2.26887 0.93310 0.13 -0.01 -0.15
H -2.86191 0.12059 -0.02306 -0.05 -0.19 -0.13

2.
19
Properties=species:S:1:pos:R:3:forces:R:3 method="wB97M-V/def2-TZVPD" relative_energy_ev=3.046 total_charge=0 total_energy_ha=-1086.792458 e_lumo_ha="-0.007 / -0.084"
C 1.82185 -0.66496 0.17694 0.24 0.26 -0.11
C 0.82265 -0.59854 1.13065 -0.20 -0.23 0.35
C 2.17998 -1.87167 -0.39455 -0.08 -0.41 0.00
C 0.16704 -1.76442 1.53844 0.04 0.67 0.06
C 1.52808 -3.05156 -0.01063 0.53 0.32 -0.46
C 0.56771 -2.90854 0.93134 -0.45 -0.72 0.28
C -2.45849 2.82040 0.01972 0.04 0.38 0.38
O -2.33485 1.91024 -1.04397 0.23 -0.97 -0.13
P -0.96714 0.99690 -1.26202 -0.39 1.85 -0.35
S 0.56375 2.26195 -1.48704 -0.15 -0.57 0.16
H 2.31442 0.24470 -0.13995 0.02 -0.02 0.01
H 0.54259 0.34931 1.56961 0.03 0.08 0.01
H 2.95838 -1.92144 -1.14095 0.10 0.06 -0.08
H -0.61201 -1.73123 2.28378 -0.09 -0.03 0.10
H 1.79301 -3.99787 -0.45704 0.00 -0.12 0.00
H -1.61003 3.51378 0.04424 -0.12 -0.07 0.01
H -2.53436 2.30776 0.98565 0.00 0.03 -0.08
H -3.37595 3.37904 -0.16619 0.07 -0.01 0.11
H -1.36663 0.72616 -2.57803 0.17 -0.52 -0.25

In order of appearance, largest force on an atom = 0.016, 0.037 Eh/bohr.